P) This record from the OMol25 dataset describes one molecule with the formula C18H24N2O3S. The level of theory is ωB97M-V/def2-TZVPD.

Geometry (Å):
C (-2.21958, 2.21400, -0.61544)
C (-1.97286, 2.72085, 0.80171)
C (-0.84128, 3.75187, 0.87044)
N (0.45197, 3.15466, 0.63077)
C (1.22513, 2.66787, 1.63283)
S (1.05904, 3.24666, 3.17739)
N (2.19550, 1.77835, 1.30720)
C (2.24682, 1.07493, 0.04052)
C (2.83269, -0.32902, 0.21889)
C (2.24207, -0.96130, 1.48581)
C (0.71725, -0.99200, 1.36588)
O (-0.00683, -0.41476, 2.14229)
C (0.15325, -1.73386, 0.20886)
C (0.79204, -2.79571, -0.43294)
C (0.19500, -3.41591, -1.51000)
C (-1.04652, -2.99488, -1.97644)
C (-1.71866, -1.96399, -1.30668)
C (-1.11233, -1.34774, -0.22606)
O (-2.96744, -1.54882, -1.68503)
C (-3.62390, -2.46570, -2.53248)
C (-2.67604, -2.93423, -3.63504)
O (-1.56993, -3.61110, -3.07580)
C (2.68504, -0.15426, 2.71648)
C (3.09605, 1.26534, 2.31406)
H (-2.46937, 3.04180, -1.27716)
H (-3.04366, 1.50461, -0.62970)
H (-1.34167, 1.70865, -1.01587)
H (-1.71917, 1.88794, 1.46139)
H (-2.88428, 3.18399, 1.18214)
H (-0.80655, 4.19906, 1.86566)
H (-0.99838, 4.54083, 0.12910)
H (0.57841, 2.77975, -0.29587)
H (2.84434, 1.64187, -0.68925)
H (1.23253, 0.95894, -0.35971)
H (2.59313, -0.92094, -0.66523)
H (3.91853, -0.28782, 0.31163)
H (2.58519, -1.99583, 1.57426)
H (1.74555, -3.15983, -0.08516)
H (0.67589, -4.23527, -2.02010)
H (-1.63508, -0.55768, 0.28911)
H (-4.48623, -1.94238, -2.94714)
H (-3.96274, -3.33474, -1.95225)
H (-3.16439, -3.64174, -4.30632)
H (-2.32743, -2.06357, -4.20706)
H (1.84533, -0.09156, 3.41075)
H (3.51808, -0.64182, 3.22232)
H (4.11330, 1.28430, 1.90995)
H (3.05220, 1.93019, 3.17730)

Calculated values
Structure (SMILES): CCCNC(=S)N1CCC(C(=O)c2ccc3c(c2)OCCO3)CC1
HOMO level (eV): -7.59
Kohn-Sham gap (eV): 7.97

Q) This record from the OMol25 dataset describes one molecule with the formula C18H24N2O3S. The level of theory is ωB97M-V/def2-TZVPD.

Geometry (Å):
C (-3.89564, -2.73469, -0.47043)
C (-3.15117, -1.41947, -0.62291)
O (-2.43734, -1.16906, 0.57188)
C (-1.68085, 0.01221, 0.52990)
C (-0.87759, 0.15068, 1.79309)
N (-1.00747, -0.87552, 2.68085)
C (-0.35446, -0.92663, 3.87215)
S (-0.54339, -2.18126, 4.91163)
N (0.45999, 0.13371, 4.13131)
C (0.67722, 1.23692, 3.30809)
O (1.43560, 2.11305, 3.65877)
C (-0.07045, 1.20883, 2.05460)
C (0.13163, 2.35874, 1.10666)
C (0.71966, 1.90023, -0.20170)
C (0.09589, 2.16374, -1.41062)
C (0.60904, 1.69300, -2.60757)
C (1.77359, 0.93313, -2.61602)
O (2.38654, 0.40834, -3.71098)
C (1.72913, 0.32391, -4.95824)
C (0.97288, -1.00290, -5.13777)
C (-0.21429, -1.12191, -4.18467)
C (0.51070, -1.13211, -6.58665)
C (2.42299, 0.69334, -1.40109)
C (1.90347, 1.16855, -0.21774)
H (-4.58103, -2.67813, 0.37060)
H (-3.19102, -3.54174, -0.29014)
H (-4.45763, -2.94732, -1.37494)
H (-3.85639, -0.59585, -0.81177)
H (-2.44844, -1.46720, -1.46901)
H (-0.99575, 0.00368, -0.33332)
H (-2.33656, 0.89166, 0.41513)
H (-1.62945, -1.63603, 2.42927)
H (0.96136, 0.11997, 5.01293)
H (-0.81754, 2.86953, 0.92631)
H (0.81307, 3.05991, 1.59567)
H (-0.81447, 2.74671, -1.42763)
H (0.08249, 1.92422, -3.51999)
H (1.05920, 1.17230, -5.12721)
H (2.53374, 0.37553, -5.69896)
H (1.67809, -1.81023, -4.91347)
H (-0.70675, -2.08210, -4.32371)
H (0.11261, -1.05293, -3.14935)
H (-0.94110, -0.33430, -4.37528)
H (1.35679, -1.08863, -7.26806)
H (-0.00148, -2.07928, -6.73547)
H (-0.17658, -0.32727, -6.83985)
H (3.33828, 0.12314, -1.41803)
H (2.41621, 0.97043, 0.71174)

Calculated values
Structure (SMILES): CCOCc1[nH]c(=S)[nH]c(=O)c1Cc1ccc(OCC(C)C)cc1
HOMO level (eV): -8.25
Kohn-Sham gap (eV): 8.74

Most stable structure - Q); separation to the second - 0.0267 hartree.

P) This record from the OMol25 dataset describes H41O20 as an isolated structure. The level of theory is ωB97M-V/def2-TZVPD.

Geometry (Å):
O (-1.32821, 0.86246, 0.81883)
H (-0.73272, 1.22737, 1.47516)
O (-1.21967, -0.67984, -1.39799)
H (-1.46242, -0.03062, -0.70535)
H (-1.47620, -0.52236, -2.32058)
O (-1.02749, 1.48874, -3.58589)
H (-1.33889, 1.94401, -4.37257)
H (-1.44062, 1.94304, -2.81406)
O (0.05970, 4.06849, -0.15333)
H (0.82842, 3.46818, -0.19625)
H (-0.00780, 4.64118, -0.91854)
O (0.27966, -1.69413, 1.46270)
H (3.27039, -1.00727, 2.75373)
H (-0.23691, -2.45527, 1.75137)
O (3.23580, -0.37051, 2.02864)
H (3.76456, 1.09205, 1.66776)
H (2.55549, -0.76168, 1.46726)
O (4.00551, 2.07852, 1.54948)
H (3.46769, 2.42172, 2.31785)
H (3.23602, 2.24742, 0.74202)
O (0.79461, -2.32819, -1.81033)
H (1.27219, -3.16394, -1.83743)
H (0.01542, -2.21919, -1.24833)
O (1.07194, -0.00105, -0.22623)
H (1.55845, -0.83194, -0.35306)
H (-0.39151, -1.07519, 1.15606)
O (1.44347, 0.62502, -3.06079)
H (0.48580, 0.85464, -3.04503)
H (1.34801, -0.32582, -3.22137)
O (-3.89429, 0.29390, -0.15975)
H (-4.16649, 0.55023, -1.03910)
H (-3.34459, -0.51267, -0.25172)
O (-3.13916, -2.50900, -0.75455)
H (-3.85471, -3.14429, -0.74633)
H (-2.89860, -2.08438, -1.57215)
O (2.05535, 1.93999, 3.31000)
H (1.35386, 2.52883, 3.60528)
H (1.69543, 1.04205, 3.32557)
O (-2.62914, 2.29707, -1.53838)
H (-3.50400, 2.68023, -1.53755)
H (-2.13319, 2.34344, -0.71887)
O (3.64698, 1.88629, -2.33396)
H (2.89341, 1.51445, -2.85558)
H (4.44456, 1.43773, -2.62076)
O (-2.03010, -3.75967, 0.49703)
H (-2.90473, -4.01709, 0.80352)
H (-2.20484, -2.97141, -0.02828)
O (1.13605, -5.01813, -0.83252)
H (1.39143, -5.87114, -0.47008)
H (0.86105, -4.37929, -0.17188)
O (2.30701, 2.27258, -0.19241)
H (1.79568, 1.45179, 0.04320)
H (3.01344, 2.14021, -0.92246)
O (0.11963, 0.02591, 3.86793)
H (-0.28406, -0.54785, 4.52512)
H (-0.53781, -0.06295, 3.16111)
O (-2.75188, -0.70489, 2.62104)
H (-2.89985, -0.52890, 1.69301)
H (-3.62688, -0.80376, 3.00542)
H (-2.21116, 1.06601, 1.15069)
H (0.27091, -0.05113, -0.78634)

Calculated values
Total charge: +1
HOMO level (eV): -13.04
Kohn-Sham gap (eV): 10.35

Q) This record from the OMol25 dataset describes a 20-piece molecular cluster, H41O20 overall. The level of theory is ωB97M-V/def2-TZVPD.

Geometry (Å):
O (1.42167, -1.83518, 0.60245)
H (4.15385, -1.89532, -3.87383)
O (-4.87272, -1.34205, -2.58005)
H (-4.30485, -0.58226, -2.28554)
H (-4.91164, -1.83902, -1.75217)
O (-4.58313, 2.53350, -0.16811)
H (-4.07406, 3.22318, 0.22882)
H (-5.31449, 2.98890, -0.59867)
O (-2.34617, -3.26163, 0.72574)
H (-2.73286, -3.58213, 1.54202)
H (2.67727, -3.75957, 0.31451)
O (-0.55656, 3.66222, -4.10628)
H (-3.02558, 0.82912, 0.70578)
H (-1.94912, -2.43585, 1.02965)
O (-2.82713, -0.06802, 1.04042)
H (-1.83136, -0.01905, -3.56253)
H (-3.29616, -0.08171, 1.88306)
O (-2.23239, 0.44360, -2.81424)
H (-2.29218, 1.32791, -3.19846)
H (-0.69681, -2.54505, -3.65718)
O (3.58786, -0.49656, 0.00381)
H (3.41903, 0.42295, -0.00959)
H (4.35028, -0.72668, -0.51703)
O (4.24737, 0.29993, 3.23803)
H (4.46210, 0.16727, 2.30510)
H (0.38139, 3.51395, -4.30083)
O (-1.50117, 2.62120, -1.46858)
H (-0.57262, 2.49002, -1.62336)
H (-1.75684, 3.50676, -1.72183)
O (2.41866, 2.79584, 1.20051)
H (1.70309, 2.82504, 1.83001)
H (1.24051, -1.06977, 0.04945)
O (4.81825, 0.77291, -2.01084)
H (4.36199, 1.53730, -1.64777)
H (5.54424, 1.12705, -2.51541)
O (-4.98568, -2.06721, 1.88394)
H (-5.08020, -1.41556, 1.20671)
H (-5.33999, -1.51604, 2.59747)
O (3.56371, -1.14330, -3.99201)
H (1.39514, -1.76417, 1.56608)
H (3.94909, -0.81346, -4.81568)
O (2.21279, -3.80480, -0.53944)
H (3.12286, 3.28795, 1.60292)
H (1.51903, -2.81237, -0.00332)
O (-0.33207, 0.02949, 0.42116)
H (-0.34811, 0.36454, -0.47893)
H (-0.85028, 0.63509, 0.95520)
O (-2.20122, 3.02756, 2.86396)
H (-2.83932, 3.73358, 2.94025)
H (-1.44708, 3.27240, 2.34475)
O (-0.81993, -2.16775, -2.78272)
H (2.86356, -3.62766, -1.23128)
H (-1.74622, -2.25104, -2.53015)
O (0.03946, -1.15356, 3.73559)
H (0.83052, -1.02334, 4.28398)
H (-0.65931, -0.99535, 4.38140)
O (2.73433, -1.46356, 4.49561)
H (3.32715, -0.70287, 4.31839)
H (3.33660, -2.16605, 4.75894)
H (-0.46320, 4.59641, -3.93464)
H (5.10862, 0.39226, 3.66475)

Calculated values
Total charge: +1
HOMO level (eV): -12.38
Kohn-Sham gap (eV): 9.69

Most stable structure - P); separation to the second - 0.0559 hartree.

P) This record from the OMol25 dataset describes an isolated ion of composition C6H9N2O2 and charge +1. The level of theory is ωB97M-V/def2-TZVPD.

Geometry (Å):
C (2.13718, 0.86924, 1.61225)
C (0.54731, 0.87447, 1.41987)
C (0.37339, 0.33619, 0.08054)
O (1.13462, 0.55316, -0.82782)
C (-0.93840, -0.38623, -0.22032)
C (-2.07406, -0.72478, 0.62411)
N (-0.97122, -0.75815, -1.48086)
C (-0.06184, -0.65447, -2.43212)
N (0.25871, -0.70464, -3.56739)
O (0.90889, -0.67962, -4.55646)
H (2.43254, 0.87750, 2.73520)
H (2.56858, 1.65074, 1.16722)
H (2.47807, -0.11152, 1.13427)
H (0.32156, 1.90016, 1.53671)
H (-0.11464, 0.35700, 2.08854)
H (-1.76255, -0.86867, 1.57836)
H (-2.79445, -1.47905, 0.26944)
H (-2.74770, 0.27745, 0.70066)
H (-1.69598, -1.32878, -1.86218)

Calculated values
Structure (SMILES): CCC(=O)/C(C)=[NH+]\C#[N+][O-]
Total charge: +1
HOMO level (spin up / spin down) (eV): -13.91 / -13.91
Kohn-Sham gap (spin up / spin down) (eV): 7.39 / 7.40

Q) This record from the OMol25 dataset describes a 3-piece molecular cluster, C6H9N2O2 overall. The level of theory is ωB97M-V/def2-TZVPD.

Geometry (Å):
C (2.70600, -2.18021, -0.31774)
C (1.27088, -0.51741, -0.33784)
C (1.44822, -2.55447, 0.29134)
C (-0.06107, 1.24394, 3.46740)
C (1.09655, -3.72715, 0.86661)
C (-3.83002, 3.73501, -2.09651)
N (2.56644, -0.93042, -0.69016)
N (0.61014, -1.44774, 0.22018)
O (-0.65990, 1.99140, 4.08417)
O (0.54071, 0.49694, 2.83668)
H (3.58953, -2.77319, -0.46215)
H (0.91221, 0.47619, -0.52679)
H (-3.25992, 4.64686, -2.21861)
H (1.77866, -4.55908, 0.92572)
H (0.10680, -3.83754, 1.28291)
H (-4.71313, 3.77251, -2.72219)
H (-4.13510, 3.63529, -1.06045)
H (-3.22348, 2.88423, -2.38366)
H (3.25646, -0.35516, -1.15891)

Calculated values
Total charge: +1
HOMO level (eV): -15.09
Kohn-Sham gap (eV): 8.68

Most stable structure - Q); separation to the second - 0.1927 hartree.